Record 1
{
  "formula": "C23H23Ge2NO6Ti",
  "method": "the ωB97M-V functional and the def2-TZVPD basis",
  "spin_multiplicity": 2,
  "s_squared": 0.757,
  "lumo_ha": [-0.16458, -0.18683],
  "orbital_gap_ev": [7.229, 7.365],
  "total_charge": 1,
  "elements": ["Ti", "O", "C", "O", "C", "C", "C", "C", "C", "N", "C", "O", "O", "H", "H", "H", "O", "C", "O", "H", "C", "Ge", "C", "C", "Ge", "C", "C", "C", "C", "C", "C", "C", "C", "C", "C", "C", "C", "H", "H", "H", "H", "H", "H", "H", "H", "H", "H", "H", "H", "H", "H", "H", "H", "H", "H", "H"],
  "positions_angstrom": [[-0.762, -0.239, -0.268], [-2.327, -3.323, 1.698], [-1.613, -2.464, 1.293], [-1.792, -1.753, 0.153], [-0.362, -1.980, 2.003], [0.067, -2.296, 3.279], [1.193, -1.626, 3.758], [1.844, -0.660, 2.990], [1.338, -0.406, 1.729], [0.296, -1.087, 1.283], [1.777, 0.663, 0.739], [2.749, 1.339, 0.882], [0.906, 0.732, -0.275], [-0.470, -3.020, 3.873], [1.553, -1.842, 4.756], [2.694, -0.103, 3.356], [-1.980, 1.339, -0.976], [-2.176, 1.690, 0.228], [-1.643, 1.000, 1.137], [-2.788, 2.563, 0.466], [-0.551, 3.826, -2.499], [0.601, 2.568, -3.427], [2.440, 2.606, -2.814], [0.465, 2.753, -5.364], [-0.184, 0.296, -3.029], [1.133, -1.106, -2.862], [2.219, -1.077, -3.737], [3.199, -2.057, -3.681], [3.126, -3.062, -2.727], [2.068, -3.091, -1.828], [1.080, -2.121, -1.908], [-1.886, -0.397, -3.518], [-2.907, 0.483, -3.908], [-4.144, -0.006, -4.278], [-4.387, -1.376, -4.235], [-3.394, -2.260, -3.837], [-2.147, -1.773, -3.482], [-0.367, 4.824, -2.897], [-0.326, 3.834, -1.434], [-1.604, 3.585, -2.636], [2.836, 3.612, -2.961], [3.057, 1.915, -3.389], [2.516, 2.352, -1.757], [0.750, 3.771, -5.635], [-0.550, 2.579, -5.722], [1.137, 2.067, -5.881], [2.313, -0.293, -4.483], [4.026, -2.031, -4.378], [3.896, -3.821, -2.682], [2.009, -3.867, -1.076], [0.277, -2.205, -1.173], [-2.734, 1.553, -3.920], [-4.925, 0.672, -4.594], [-5.362, -1.756, -4.512], [-3.589, -3.323, -3.804], [-1.368, -2.468, -3.192]],
  "atomic_forces_ev_per_a": [[-0.417, 0.625, 0.404], [-0.050, -0.074, 0.038], [0.111, 0.220, -0.273], [0.214, -0.284, 0.230], [-0.028, -0.209, 0.269], [0.111, 0.034, -0.084], [-0.002, -0.011, 0.024], [-0.055, -0.083, -0.075], [0.274, 0.004, 0.147], [-0.114, 0.188, -0.032], [-0.145, -0.285, 0.062], [0.044, 0.072, -0.053], [-0.089, -0.015, 0.103], [-0.002, -0.003, -0.002], [0.002, 0.005, -0.002], [0.003, -0.011, 0.013], [-0.001, 0.085, -0.201], [0.122, -0.192, -0.074], [0.010, 0.014, -0.079], [-0.009, 0.006, -0.007], [-0.062, 0.064, 0.063], [0.075, 0.196, -0.009], [0.108, 0.009, 0.006], [-0.019, 0.001, -0.105], [0.088, -0.016, -0.534], [0.086, -0.086, 0.088], [0.072, 0.011, -0.024], [-0.005, -0.003, -0.003], [-0.026, -0.014, 0.032], [0.080, 0.067, -0.086], [-0.015, -0.132, 0.204], [-0.267, -0.105, 0.106], [0.049, 0.029, 0.031], [-0.027, -0.045, -0.004], [-0.033, -0.003, -0.007], [0.034, 0.041, 0.018], [0.074, -0.031, -0.049], [0.020, -0.012, -0.011], [0.000, -0.032, -0.005], [0.003, 0.005, 0.001], [-0.016, 0.001, 0.003], [-0.001, -0.004, 0.018], [-0.027, -0.003, -0.005], [0.004, -0.006, 0.009], [-0.002, 0.004, 0.022], [-0.002, -0.002, 0.015], [-0.045, 0.018, 0.022], [-0.007, 0.002, 0.001], [-0.005, 0.001, 0.005], [-0.002, 0.000, 0.001], [-0.147, -0.052, -0.220], [0.034, -0.004, 0.013], [0.003, 0.003, 0.009], [0.006, 0.004, -0.008], [-0.009, 0.003, -0.003], [0.001, 0.005, 0.001]]
}

---

Record 2
{
  "formula": "C23H23HfN6O7S",
  "method": "the ωB97M-V functional and the def2-TZVPD basis",
  "relative_energy_kj_mol": 0.0,
  "lumo_ha": -0.14245,
  "orbital_gap_ev": 7.493,
  "total_charge": 1,
  "elements": ["Hf", "N", "C", "S", "N", "N", "C", "C", "C", "C", "C", "C", "C", "C", "C", "C", "C", "C", "N", "H", "H", "H", "H", "H", "H", "H", "H", "H", "H", "H", "N", "C", "C", "O", "O", "H", "H", "H", "H", "O", "C", "O", "C", "C", "C", "C", "C", "C", "N", "O", "O", "H", "H", "H", "H", "C", "O", "H", "H", "H", "H"],
  "positions_angstrom": [[-0.330, -0.683, 0.147], [1.982, -4.691, 0.387], [1.511, -3.463, 0.140], [-0.224, -3.279, 0.215], [2.399, -2.547, -0.162], [1.882, -1.316, -0.401], [2.704, -0.412, -0.822], [4.156, -0.638, -1.004], [4.967, -0.870, 0.102], [6.329, -1.055, -0.070], [6.884, -1.025, -1.343], [6.076, -0.805, -2.448], [4.714, -0.605, -2.279], [2.123, 0.920, -1.088], [2.879, 1.993, -1.538], [2.248, 3.205, -1.770], [0.886, 3.324, -1.544], [0.199, 2.221, -1.076], [0.802, 1.048, -0.860], [1.366, -5.443, 0.637], [2.976, -4.845, 0.345], [4.528, -0.912, 1.090], [6.961, -1.230, 0.791], [7.947, -1.175, -1.472], [6.503, -0.788, -3.442], [4.083, -0.432, -3.144], [3.941, 1.875, -1.694], [2.820, 4.053, -2.122], [0.362, 4.254, -1.709], [-0.861, 2.260, -0.858], [-0.270, -1.328, -2.230], [-1.638, -1.294, -2.794], [-2.609, -0.922, -1.681], [-3.730, -1.338, -1.593], [-2.036, -0.081, -0.816], [0.354, -0.734, -2.763], [0.104, -2.269, -2.272], [-1.920, -2.244, -3.240], [-1.714, -0.522, -3.560], [-0.462, 0.923, 1.597], [0.252, 0.317, 2.474], [0.757, -0.794, 2.147], [0.456, 0.906, 3.809], [1.194, 0.219, 4.770], [1.383, 0.778, 6.022], [0.845, 2.022, 6.320], [0.118, 2.681, 5.345], [-0.093, 2.151, 4.090], [-0.456, 4.009, 5.654], [-1.088, 4.558, 4.775], [-0.252, 4.459, 6.759], [1.608, -0.750, 4.524], [1.952, 0.248, 6.774], [0.979, 2.482, 7.288], [-0.667, 2.693, 3.353], [-3.231, -0.646, 1.805], [-2.008, -1.399, 1.563], [-3.632, -0.945, 2.771], [-3.938, -0.824, 0.999], [-2.952, 0.402, 1.825], [-2.210, -2.342, 1.572]],
  "atomic_forces_ev_per_a": [[0.040, -0.496, -0.259], [0.068, 0.026, -0.010], [0.021, -0.050, 0.006], [-0.042, -0.025, 0.034], [0.006, -0.021, -0.010], [-0.115, 0.135, 0.002], [-0.004, -0.048, 0.149], [0.008, -0.036, -0.122], [0.002, 0.000, 0.009], [-0.008, 0.001, 0.024], [0.006, 0.002, -0.028], [0.004, -0.005, 0.023], [-0.007, 0.006, 0.008], [0.011, 0.055, -0.023], [-0.024, -0.024, 0.012], [0.009, 0.021, -0.008], [-0.021, 0.010, 0.007], [0.033, -0.031, -0.007], [0.050, 0.058, 0.071], [-0.019, 0.010, 0.002], [-0.010, -0.020, 0.002], [-0.002, 0.001, 0.000], [-0.004, 0.001, 0.002], [-0.002, -0.001, -0.001], [0.003, 0.000, 0.001], [-0.007, 0.001, 0.006], [0.003, -0.007, 0.000], [0.000, 0.000, 0.003], [0.007, 0.002, -0.004], [-0.003, 0.003, -0.002], [0.021, 0.084, -0.043], [-0.038, -0.031, -0.021], [-0.001, 0.173, -0.010], [0.025, 0.056, -0.043], [0.128, -0.151, 0.227], [0.009, -0.009, -0.003], [-0.002, -0.011, -0.008], [-0.009, -0.008, 0.032], [0.001, -0.022, -0.024], [-0.171, 0.166, 0.092], [0.076, -0.090, 0.071], [-0.025, 0.198, -0.157], [-0.035, 0.047, -0.072], [0.007, -0.010, 0.003], [0.016, -0.006, 0.038], [-0.004, -0.025, -0.033], [-0.019, 0.032, 0.011], [0.023, -0.026, 0.034], [0.007, 0.028, -0.013], [0.010, -0.019, 0.018], [-0.007, -0.019, -0.014], [-0.001, 0.002, -0.004], [-0.001, -0.002, -0.004], [-0.006, 0.012, -0.001], [-0.003, 0.006, 0.000], [0.004, -0.018, -0.014], [-0.116, 0.095, -0.071], [-0.012, -0.005, -0.004], [-0.004, 0.001, 0.001], [0.006, -0.002, 0.007], [0.118, -0.014, 0.116]]
}

---

Calculated strongest force on any atom, 0.0166 0.0109 hartree/bohr (same order as the records).